[1]
C39H48Br2HfN3O2P2 | wB97M-V/def2-TZVPD

Geometry as ORCA input:
```
! wB97M-V def2-TZVPD RIJCOSX def2/J DEFGRID3
* xyz 1 1
Hf 0.38456 -0.45789 -0.18829
Br 2.30026 1.22251 -2.38379
Br 4.86586 1.55291 -0.52039
P 0.87466 -1.26809 2.33101
P -1.33404 1.26641 -1.46939
O 2.23386 -1.11599 -0.31429
O -1.30034 -1.47739 -0.03909
N 0.34286 1.33151 0.83451
N 0.28406 -1.58879 -2.00009
N -1.03404 -1.85289 -2.27799
C -0.21864 2.66771 -1.10999
C 3.01926 -1.65479 -1.22519
C 2.56036 -2.01649 -2.52889
C 3.47206 -2.50619 -3.48049
C -3.05244 3.28721 -0.47419
C -1.25894 -3.04009 2.52631
C 1.51586 3.44021 0.38991
C -0.14784 2.84291 4.16991
C -5.84304 -2.91519 -1.58199
C 3.36766 -0.11339 2.58281
C -0.12164 2.67071 2.80471
C 0.54236 2.48821 0.07071
C 4.79626 -2.68279 -3.16489
C -3.19334 -2.15469 -1.34719
C -0.65694 1.19791 -4.16039
C -1.78084 -1.79319 -1.20819
C -5.08254 -2.70579 -2.72319
C 0.51076 0.35961 3.08071
C -1.89104 1.31171 -3.26739
C -0.01344 -2.61989 3.30521
C 1.16816 -2.03989 -2.82879
C -2.83284 2.41141 -3.75359
C 0.25616 1.45161 2.21261
C -2.88574 1.77081 -0.54029
C -5.29164 -2.72409 -0.32699
C 1.73056 4.52821 -0.43369
C 2.70376 -1.48279 2.72421
C -3.96964 -2.34979 -0.20699
C 4.25786 1.24551 -2.30819
C -3.75824 -2.32989 -2.61209
C 4.37126 -1.90409 -0.92099
C 0.55966 0.58431 4.45631
C 0.97116 4.70561 -1.58039
C 0.00776 3.77281 -1.92069
C -0.40884 -2.32269 4.74571
C -2.90434 1.17011 0.86631
C 5.23286 -2.41099 -1.86849
C 0.23686 1.80721 5.00841
C 3.06896 -2.14029 4.05041
H 4.15376 -2.22919 4.10821
H -3.13834 -2.18199 -3.48339
H -4.02614 3.52921 -0.05489
H 0.45436 -2.19089 5.39011
H -2.28474 1.75201 1.54731
H -0.38204 3.49781 2.16081
H 4.71926 -1.68809 0.07801
H 3.14936 0.50631 3.45021
H -1.00824 -3.32479 1.50561
H 1.12806 5.56721 -2.20969
H 0.87616 -0.20639 5.11351
H -0.56294 3.90421 -2.82659
H 2.65356 -3.14379 4.13311
H -3.76094 2.43191 -3.18889
H -5.52694 -2.84259 -3.69789
H -0.01884 0.38621 -3.81409
H 3.09776 -2.76509 -4.45979
H -3.09454 2.20451 -4.79079
H -2.28674 3.73221 0.15861
H 0.28486 1.95151 6.07591
H -2.54554 0.14101 0.85271
H -0.44944 3.79291 4.58261
H 6.25426 -2.62039 -1.59359
H -2.98774 3.75691 -1.45139
H -3.52354 -2.23009 0.76681
H -2.38214 3.39961 -3.72209
H -2.44654 0.36171 -3.33299
H -6.86634 -3.23889 -1.67239
H 0.84136 -2.53519 -3.74179
H 5.49136 -3.06629 -3.89189
H -1.97304 -2.21919 2.49541
H 4.44736 -0.20719 2.49841
H -3.92074 1.16691 1.25571
H -1.73744 -3.89279 3.00631
H 2.49636 5.24261 -0.17709
H -3.70714 1.32831 -1.12059
H 4.60226 2.05561 -2.94629
H 2.75156 -1.54609 4.90431
H -0.94244 0.98971 -5.18849
H -0.96684 -3.17299 5.13461
H -5.88744 -2.87789 0.55821
H 3.06256 -2.14369 1.92671
H -1.04774 -1.44329 4.80261
H 0.68576 -3.46379 3.29491
H 2.11196 3.31171 1.28261
H -0.07864 2.11911 -4.15309
H 3.00656 0.40221 1.69001
H 4.62936 0.28051 -2.64929
*
```

For the HOMO energy, the calculation gives -10.01 eV. The calculation puts the energy above the lowest of the compared OMol25 structures with the same formula, charge and spin at 0.0 kcal per mole. The calculation puts the orbital gap at 6.89 eV.


[2]
C39H48FeN9S2 | wB97M-V/def2-TZVPD

Geometry as ORCA input:
```
! wB97M-V def2-TZVPD RIJCOSX def2/J DEFGRID3
* xyz 0 6
Fe 0.34627 0.09421 0.96551
S -1.21027 0.24747 3.24848
S 2.46354 0.11318 1.83815
N 1.72261 -2.42274 1.48354
N 1.46233 4.09534 1.76831
N 3.94335 -2.01381 2.13800
N 1.70700 4.79633 4.12951
N 0.65269 1.38177 4.71492
N 4.23181 -3.29251 2.00423
N 0.52280 -1.86526 1.23768
N -0.93236 2.83667 4.03754
N 0.39299 2.03076 1.02501
C -2.86573 -3.21756 1.75221
C -3.65358 5.03813 1.70386
C -0.65889 -0.55080 -1.50961
C 3.45361 -3.85850 -0.25662
C -3.85743 0.67550 -2.64816
C 0.66150 2.90541 -2.37805
C -2.61705 -4.57408 1.90041
C -1.90260 3.50579 3.24027
C -4.00920 0.52587 -0.16358
C -0.51169 -2.79698 1.39987
C 0.44454 0.18451 -1.88248
C -3.27285 -0.01509 -1.39900
C -1.64343 4.85622 3.00674
C -3.05959 2.92927 2.72673
C 0.91272 2.98529 1.45182
C -0.05869 4.14121 -1.80235
C 2.68932 -1.58287 1.76872
C 1.94502 -0.08434 -3.89428
C -0.47452 1.56884 4.01614
C 0.00325 1.62355 -1.88762
C -3.49741 -1.51737 -1.58341
C 1.48629 -2.02434 -2.44924
C 3.47024 -6.17872 -0.92140
C 3.21563 -4.84308 -1.20140
C 2.96262 -0.25119 -1.60815
C 0.48638 2.98713 -3.90951
C -2.51181 5.61466 2.24172
C 2.14562 3.02497 -2.01690
C 1.60391 4.45069 3.02335
C -1.82758 -2.34230 1.48439
C -1.80469 0.34648 -1.33718
C -1.33842 1.63948 -1.49057
C 3.94249 -4.22101 0.99540
C 4.22390 -5.56063 1.27395
C -3.91981 3.70219 1.95770
C -0.26562 -4.17403 1.54120
C 3.98445 -6.53243 0.32047
C -1.31363 -5.04352 1.77790
C 1.69581 -0.50243 -2.43656
H 3.11646 0.79455 -1.35662
H -5.05633 0.21309 -0.18665
H 2.30103 2.91775 -0.94115
H -2.03430 -1.28843 1.36193
H 4.19745 -7.56884 0.54881
H -3.98079 1.61753 -0.14547
H 4.93548 -3.58810 2.66207
H 1.22987 2.17124 4.98565
H 2.40080 -2.49720 -2.81591
H -1.94034 2.52920 -1.39724
H 2.83206 -4.55960 -2.17366
H 1.01004 2.19513 -4.44017
H -0.17649 4.08707 -0.72274
H 1.10017 0.48836 4.61015
H -3.87554 -2.83364 1.83817
H -3.42993 -5.26041 2.10261
H -1.10916 -6.10251 1.88176
H -2.96618 -2.12178 -0.85811
H 0.74801 -4.53654 1.46672
H 2.50456 4.01372 -2.30840
H 2.76218 2.29172 -2.53124
H 2.34193 0.92476 -3.97614
H -0.74378 5.30569 3.41434
H -0.30424 3.48936 4.49649
H -3.17442 -1.82899 -2.58014
H 1.28444 -2.41400 -1.44796
H -4.56219 -1.74443 -1.49557
H 0.66861 -2.31736 -3.11160
H -2.28937 6.65842 2.06261
H 4.61371 -5.83374 2.24903
H 2.68216 -0.75906 -4.33545
H -1.04436 4.27491 -2.25021
H -3.79290 1.76122 -2.56948
H -3.56654 0.17572 0.77147
H 3.83707 -0.60494 -2.16206
H -4.81954 3.24647 1.56244
H 3.28082 -6.93824 -1.66862
H -4.33307 5.62816 1.10225
H -3.32039 0.36522 -3.54723
H -4.90917 0.39869 -2.76288
H 3.27645 -2.82057 -0.49307
H 0.87367 3.94725 -4.26054
H 0.52694 5.03107 -2.03777
H 1.02962 -0.14871 -4.48691
H -0.74255 -1.62502 -1.53970
H -3.28798 1.89892 2.92887
H 2.91252 -0.79924 -0.66986
H -0.57239 2.93077 -4.17049
*
```

For the HOMO energy (alpha / beta), the calculation gives -7.24 / -8.40 eV. The calculation puts the energy above the lowest of the compared OMol25 structures with the same formula, charge and spin at 41.8 kcal per mole. The calculation puts the orbital gap (alpha / beta) at 7.03 / 6.29 eV.


[3]
C39H48IMnN3O4PTe4 | wB97M-V/def2-TZVPD

Geometry as ORCA input:
```
! wB97M-V def2-TZVPD RIJCOSX def2/J DEFGRID3
* xyz -1 2
I 4.96427 -3.24588 -1.84272
Te 3.57148 -0.87305 -1.62757
Te 5.72369 0.65499 -2.01169
Te 2.96905 -0.77000 0.95768
Te 5.46424 -0.87182 1.93318
Mn 0.94847 -0.19695 -0.41424
P -0.93851 -0.94292 -1.74106
O -0.13336 -0.64350 1.18921
O 1.13275 1.75890 0.34033
O 1.25592 -2.26095 -0.92060
O 2.17170 1.52472 -2.55132
N 0.40324 -4.11520 0.07829
N 3.25857 2.50956 0.33830
N 0.93839 1.03752 -2.22814
C -1.47411 2.01324 2.01629
C 0.09300 -0.04925 2.40453
C 1.89173 2.66652 0.21119
C -4.20730 1.46213 -2.69652
C 0.80444 -1.98829 -5.33280
C 1.38070 4.05501 -0.07073
C -0.26887 1.30772 2.64320
C -2.27662 -3.45584 -1.55627
C -3.57715 2.63258 -3.07326
C -2.72653 1.53682 2.77093
C -1.43208 1.62905 -2.58668
C -1.73975 -1.95741 -4.23394
C 0.62760 -2.21309 3.80837
C -0.65270 -1.54713 -3.45480
C -2.19310 2.71219 -3.00857
C -2.79701 -1.81170 0.11083
C -3.11189 -4.36308 -0.91122
C 0.77052 -0.72087 3.46994
C -1.72032 1.89455 0.51915
C 1.30481 1.42433 4.49786
C 1.73189 -3.14354 3.29977
C -2.11781 -2.16430 -1.05805
C 2.03981 4.38610 2.43916
C -2.06327 0.43828 -2.22651
C -3.62805 -2.71800 0.75911
C 1.15362 4.82272 1.26209
C -1.55103 -2.41356 -5.53127
C 0.60945 -1.54203 -4.02859
C 0.03374 1.83992 -2.54530
C 0.91361 -3.51679 -1.07665
C -0.78400 -2.71954 3.49100
C 3.53828 4.23093 2.13670
C 1.42176 0.04459 4.44262
C 3.86252 2.81156 1.65806
C 0.36727 2.01563 3.66159
C 1.10915 -4.24078 -2.21167
C -0.27366 -2.44266 -6.08025
C -3.45292 0.37300 -2.27494
C -3.78710 -4.00148 0.24647
H 1.59275 -3.80701 -3.07334
H 0.11721 4.67007 1.56780
H -2.74340 -1.91735 -3.82646
H -1.83153 0.86068 0.22103
H -0.18627 -3.49312 0.60313
H -3.61621 2.07540 2.42334
H -3.95215 -0.53740 -1.97281
H 1.66780 -3.32069 2.23527
H -2.61892 1.69689 3.84492
H 1.28423 5.88903 1.06786
H 2.00548 -0.47798 5.19653
H 0.43795 4.01926 -0.61830
H 2.71783 -2.73650 3.53196
H 4.11681 4.41433 3.04706
H -1.51639 -2.26212 4.16853
H 1.85605 2.00861 5.22895
H -0.90832 2.32901 -0.05852
H 4.92866 2.64614 1.54256
H -1.34909 3.07657 2.22769
H -1.08195 -2.46130 2.48035
H 1.45959 -1.19983 -3.46502
H -5.28870 1.39050 -2.72892
H -1.68605 3.62918 -3.29576
H 0.70569 -2.23445 4.89682
H 3.49204 2.08585 2.38128
H -0.04050 -5.00574 -0.08990
H -2.40390 -2.74457 -6.11462
H -4.13357 -2.42394 1.67193
H -4.15856 3.48487 -3.40425
H 3.86842 4.96268 1.38674
H -3.21808 -5.36663 -1.31283
H 1.80395 -1.98878 -5.75083
H 0.84192 -5.29618 -2.24738
H -2.67271 -0.82455 0.53168
H 0.09623 3.05916 3.81730
H 2.08172 2.29550 -3.12911
H -2.88284 0.46629 2.60129
H -4.42759 -4.71739 0.75312
H 1.89026 5.10637 3.24669
H 3.73578 3.07049 -0.35922
H -2.64402 2.42514 0.24855
H 1.67467 3.42118 2.81007
H 0.35914 2.82295 -2.88430
H -1.73202 -3.76852 -2.43415
H 1.64259 -4.11770 3.80227
H -0.12246 -2.81201 -7.08974
H -0.83903 -3.80824 3.60800
H 2.12894 4.56287 -0.67776
*
```

For the HOMO energy (alpha / beta), the calculation gives -3.38 / -3.38 eV. The calculation puts the energy above the lowest of the compared OMol25 structures with the same formula, charge and spin at 6.2 kcal per mole. The calculation puts the orbital gap (alpha / beta) at 4.76 / 4.75 eV.


[4]
C39H48IrN8O3S | wB97M-V/def2-TZVPD

Geometry as ORCA input:
```
! wB97M-V def2-TZVPD RIJCOSX def2/J DEFGRID3
* xyz 4 6
Ir -0.57611 -0.23628 -0.31616
S -0.44367 0.96445 1.82955
O 0.36871 2.39799 -1.04186
O -1.99421 -1.52425 0.90720
O 1.56932 -0.08019 -0.05356
N 0.08179 -2.40690 -0.84019
N -0.30904 -0.09708 -2.73403
N -2.54367 0.94385 -0.62985
N -1.15391 -3.45830 1.75618
N -2.37821 0.17944 3.55881
N 3.16136 1.93842 0.91565
N -3.25282 0.70632 1.66130
N 2.12034 5.59325 -0.31176
C -1.31046 -4.85140 2.19383
C 1.24588 2.67796 -4.50640
C 3.53563 5.31510 -0.66460
C -4.63853 1.87486 0.12533
C 0.21426 0.76021 -3.53207
C -4.27662 0.30263 2.49250
C 1.11796 5.08336 -0.94530
C 2.29983 -2.34053 0.24474
C 1.69423 3.98000 -4.55456
C -1.51221 0.06285 4.74660
C -2.05671 -4.86852 3.52219
C -3.49814 -3.43039 1.04829
C 1.19672 -2.98246 -0.48720
C -3.75119 0.02590 3.66703
C -2.16659 -2.74178 1.25152
C 4.52457 -2.71132 1.29686
C 1.69509 4.78959 -3.37123
C 1.19177 4.29978 -2.20042
C 3.62930 3.31542 0.87649
C -3.45921 1.18624 0.31401
C -4.86419 2.39961 -1.12523
C 3.84663 3.80836 -0.53033
C -2.08886 0.63100 2.30641
C -2.77982 1.46028 -1.81324
C -0.85699 -3.16546 -1.73910
C 5.61251 -3.72215 1.60085
C -3.18166 -3.83735 3.64277
C 2.46617 -0.90721 0.37884
C -1.72854 -2.18555 -2.44838
C 3.30931 -3.17395 0.74019
C 4.64859 -1.33053 1.44353
C 0.69772 2.12201 -3.36962
C 3.67039 -0.42715 0.98835
C -4.14790 -3.84015 2.37551
C -0.96301 -1.23084 -3.35756
C 0.69474 2.89383 -2.13575
C 3.94928 0.90476 1.16216
C -3.90715 2.17274 -2.11654
C 2.26818 4.42346 -5.86544
H 2.30011 1.73090 0.43105
H 3.15333 -4.26087 0.68391
H 4.93402 3.72743 -0.79477
H -2.01538 -0.40072 5.64666
H -5.31894 2.06832 0.94703
H -2.45049 -1.69284 -1.72757
H 5.58211 -0.94627 1.85890
H 5.38808 -4.42838 2.38415
H 0.28856 0.53940 -4.58370
H -5.78838 2.93578 -1.36141
H -4.11052 -2.76081 0.47733
H -3.99408 2.50864 -3.11999
H -0.19924 -1.81341 -3.83337
H 1.14110 2.09767 -5.42037
H -2.31200 -2.81362 -3.10825
H 2.93074 3.87117 1.49914
H -4.97596 -3.18559 2.64496
H 4.56002 3.30395 1.44321
H 1.97786 6.16674 0.51296
H -0.36665 -5.37177 2.33211
H 4.10420 5.95034 -0.03765
H 6.58513 -3.28708 1.89022
H 4.89287 1.17971 1.56397
H 1.81013 5.29198 -6.38192
H -4.26850 -0.24580 4.61188
H 3.31189 4.65698 -5.70624
H -4.60008 -4.81248 2.35695
H -3.30373 -4.31376 0.48660
H -0.63555 -0.58184 4.56409
H 2.28715 3.57917 -6.56123
H 2.05193 5.83487 -3.44015
H -1.90239 -5.45154 1.49097
H -1.34857 -4.65779 4.31808
H -3.74950 -4.08141 4.54981
H 0.17019 5.18006 -0.43057
H 5.83807 -4.30889 0.69880
H -5.33751 0.35028 2.28340
H 1.38767 -4.02550 -0.78880
H -2.10051 1.19513 -2.60723
H 3.23049 3.24892 -1.23008
H 3.65567 5.59893 -1.70274
H -2.41812 -5.86040 3.70419
H -1.46425 -3.88512 -1.17849
H -1.66591 -0.90105 -4.13053
H -2.64522 -2.91523 3.83569
H -1.17123 1.04217 5.01501
H -0.15196 -3.74198 -2.33834
H -0.25749 -2.97836 1.89600
*
```

For the HOMO energy (alpha / beta), the calculation gives -17.23 / -17.37 eV. The calculation puts the energy above the lowest of the compared OMol25 structures with the same formula, charge and spin at 0.0 kcal per mole. The calculation puts the orbital gap (alpha / beta) at 6.35 / 4.75 eV.